Record 1
Below is one molecule with the formula C3H7N3 at a distorted geometry, with properties calculated with ωB97M-V/def2-TZVPD.

The net charge is 0. The calculated total energy is -7691.511 eV. Its structure (SMILES) is NN1CC=CN1.

Last column: Mulliken charge in e.
CARTESIAN COORDINATES (ANGSTROEM)
C -1.14 0.25 -0.71  -0.239
C -0.64 -0.99 -0.84  -0.159
C -0.66 0.69 0.65  -0.725
N 0.16 -1.38 0.35  -0.317
N 0.49 -0.11 0.90  -0.114
N 1.64 0.41 0.12  -0.517
H -1.89 0.64 -1.41  0.351
H -0.54 -1.63 -1.70  0.357
H -0.56 1.73 0.82  0.344
H -1.37 0.48 1.48  0.210
H 0.92 -1.93 0.21  0.310
H 2.38 0.73 0.71  0.227
H 1.21 1.09 -0.58  0.272

=====

Record 2
Below is one molecule with the formula C3H7N3 at a distorted geometry, with properties calculated with ωB97M-V/def2-TZVPD.

The net charge is 0. The calculated total energy is -7689.657 eV. Its structure (SMILES) is [H]/N=C\NN1CC1.

Last column: Mulliken charge in e.
CARTESIAN COORDINATES (ANGSTROEM)
C -1.47 0.30 -0.15  0.182
C 1.75 0.81 0.25  -0.322
C 2.06 -0.67 -0.01  -0.490
H -2.99 -0.94 0.43  0.234
H -1.00 1.25 -0.06  0.241
H -0.27 -1.41 -0.01  0.292
H 2.01 1.62 -0.52  0.207
H 1.68 1.18 1.24  0.286
H 2.56 -1.01 -1.07  0.201
H 1.91 -1.49 0.71  0.364
N -2.75 0.08 -0.03  -0.603
N -0.50 -0.45 0.26  -0.338
N 0.69 0.10 -0.41  -0.253

=====

Record 3
Below is C3H7N3 as an isolated structure at a distorted geometry, with properties calculated with ωB97M-V/def2-TZVPD.

The net charge is 0. The calculated total energy is -7691.457 eV.

Last column: Mulliken charge in e.
CARTESIAN COORDINATES (ANGSTROEM)
C -1.90 0.79 -0.15  -0.021
C -0.50 1.05 -0.60  -0.459
C 1.45 -0.28 0.00  -0.109
N -2.46 -0.13 0.46  -0.603
N 1.95 -1.58 0.22  -0.512
N 0.26 -0.09 -0.37  -0.376
H -0.16 2.05 -0.17  0.295
H -0.38 1.25 -1.68  0.296
H -2.54 1.67 -0.17  0.357
H 2.29 0.39 -0.03  0.335
H 1.30 -2.38 0.43  0.271
H 2.64 -1.48 1.01  0.251
H -1.95 -1.26 1.07  0.275

=====

Record 4
Below is C3H7N3 as an isolated structure at a distorted geometry, with properties calculated with ωB97M-V/def2-TZVPD.

The net charge is +2. The calculated total energy is -7671.737 eV.

Last column: Mulliken charge in e.
CARTESIAN COORDINATES (ANGSTROEM)
C 0.25 0.05 0.38  0.902
C -1.13 -1.51 -0.85  0.240
C 0.87 1.03 0.91  -0.356
N -0.19 -0.95 -0.19  -0.088
N 1.44 1.82 1.69  -0.121
N -2.00 -2.43 -0.50  -0.234
H 1.35 2.03 -1.20  -0.255
H -1.25 -1.22 -1.94  0.336
H 2.01 2.44 -1.32  0.276
H 2.39 1.68 1.82  0.339
H 0.99 2.70 2.09  0.372
H -2.59 -2.60 -1.25  0.271
H -2.12 -3.03 0.37  0.318

=====

Record 5
Below is a 2-piece molecular cluster, C3H7N3O overall at a distorted geometry, with properties calculated with ωB97M-V/def2-TZVPD.

The net charge is 0. The calculated total energy is -9736.172 eV. Its structure (SMILES) is [H]/N=C1\CN1C.N=O.

Last column: Mulliken charge in e.
CARTESIAN COORDINATES (ANGSTROEM)
C 0.75 0.21 1.26  -0.456
C -0.56 -1.45 -0.35  -0.780
N -0.17 -0.19 0.20  -0.108
C 0.87 0.66 -0.15  0.463
N -1.62 1.26 0.08  0.079
N 1.67 0.75 -1.14  -0.685
O -2.46 0.74 -0.60  -0.390
H 2.51 1.27 -0.93  0.239
H 1.39 -0.57 1.64  0.300
H 0.32 0.88 2.00  0.241
H -0.67 1.69 -0.51  0.221
H 0.07 -1.72 -1.20  0.332
H -0.51 -2.23 0.41  0.321
H -1.59 -1.30 -0.70  0.223

=====

Record 6
Below is C3H7N3O as an isolated structure, with properties calculated with ωB97M-V/def2-TZVPD.

The net charge is 0. The calculated total energy is -9739.867 eV.

Last column: Mulliken charge in e.
CARTESIAN COORDINATES (ANGSTROEM)
C -0.66 0.30 0.03  1.057
C 0.79 0.06 0.25  -0.413
N -1.08 0.85 -1.13  -0.367
N 1.80 0.96 -0.18  -0.536
C 0.75 -1.28 0.45  -0.396
O -1.43 0.63 1.12  -0.460
N -0.54 -1.65 0.13  -0.661
H -2.34 0.34 0.96  0.320
H -0.47 0.81 -1.93  0.220
H -2.06 1.01 -1.34  0.185
H 2.65 0.49 -0.44  0.232
H 1.99 1.70 0.47  0.220
H -0.95 -2.28 0.83  0.202
H 1.53 -1.95 0.78  0.397

=====

Record 7
Below is one molecule with the formula C3H7N3O, with properties calculated with ωB97M-V/def2-TZVPD.

The net charge is 0. The calculated total energy is -9738.938 eV.

Last column: Mulliken charge in e.
CARTESIAN COORDINATES (ANGSTROEM)
C -0.28 -0.53 -1.96  -0.810
N -0.98 -0.05 -0.77  -0.309
C -0.15 0.13 0.35  0.550
O 1.24 -0.28 0.30  -0.514
N 0.27 1.44 0.95  -0.574
C 0.94 0.29 1.60  0.145
N -0.33 -0.45 1.72  -0.687
H -0.05 -1.59 -1.86  0.258
H 0.66 0.01 -2.17  0.306
H -0.94 -0.41 -2.82  0.341
H -1.49 0.80 -0.95  0.302
H -0.47 1.76 1.58  0.267
H 1.72 0.35 2.36  0.451
H -0.14 -1.46 1.67  0.272

=====

Record 8
Below is one molecule with the formula C3H7N3O, with properties calculated with ωB97M-V/def2-TZVPD.

The net charge is 0. The calculated total energy is -9742.291 eV. Its structure (SMILES) is C/N=C(/N)C(N)=O.

Last column: Mulliken charge in e.
CARTESIAN COORDINATES (ANGSTROEM)
C -0.58 -0.91 -1.67  -0.722
N -0.30 0.46 -1.33  -0.536
C 0.01 0.83 -0.15  0.395
N 0.11 2.17 0.14  -0.477
C 0.35 0.07 1.21  0.710
O 0.35 0.75 2.22  -0.669
N 0.66 -1.25 1.35  -0.392
H -1.60 -0.93 -2.09  0.265
H -0.56 -1.62 -0.83  0.220
H 0.10 -1.25 -2.46  0.230
H 0.13 2.31 1.15  0.274
H -0.46 2.78 -0.43  0.260
H 0.83 -1.91 0.61  0.202
H 0.95 -1.51 2.29  0.239

=====

Record 9
Below is a 2-piece molecular cluster, C3H7N3O overall at a distorted geometry, with properties calculated with ωB97M-V/def2-TZVPD.

The net charge is 0. The calculated total energy is -9737.122 eV.

Last column: Mulliken charge in e.
CARTESIAN COORDINATES (ANGSTROEM)
C 0.42 0.27 1.39  -0.214
C -1.76 -1.28 -1.04  -1.026
N 1.36 -0.25 0.45  -0.176
C -0.75 -0.69 -0.12  0.708
N 1.60 1.70 -0.14  -0.629
O 0.58 -0.90 -0.47  -0.184
N -0.90 -0.07 0.97  -0.511
H 1.63 2.23 -1.03  0.154
H 2.55 1.77 0.24  0.220
H 0.60 1.43 1.11  0.384
H 0.67 0.06 2.43  0.380
H -2.75 -1.12 -0.62  0.308
H -1.57 -2.34 -1.17  0.302
H -1.69 -0.80 -2.02  0.283